1.
Formula: C30H66N6O6
Source: OMol25
Level of theory: wB97M-V/def2-TZVPD

Structure (XYZ):
```
108
Properties=species:S:1:pos:R:3:forces:R:3:mulliken_charge:R:1
C 4.6667 -4.0941 -2.0891 0.27 0.29 -0.62 -1.52
C 3.4378 -4.3921 -2.9338 0.20 -0.38 1.16 0.72
C 3.7371 -4.7962 -4.3913 -0.14 0.38 0.01 -0.06
C 4.8858 -5.7075 -4.5731 1.17 -1.54 -0.20 -0.01
N 5.7712 -6.4478 -4.7537 -1.80 1.59 0.45 -0.47
H 5.2101 -3.2510 -2.5156 0.23 0.10 0.22 0.28
H 5.3212 -4.9656 -2.1041 0.13 0.09 0.18 0.49
H 4.3587 -3.8779 -1.0661 0.17 0.06 -0.01 0.39
H 2.7368 -3.5675 -2.8046 -0.02 0.23 -0.82 -0.56
H 2.9740 -5.1596 -2.3141 -0.42 -0.67 -0.77 0.33
H 3.9710 -3.9297 -5.0098 0.17 0.33 0.21 0.07
H 2.8505 -5.1977 -4.8819 0.04 -0.40 0.13 0.34
C 1.1399 -1.0286 -1.4287 -0.32 0.64 -0.45 -1.15
C 0.0048 -0.9315 -0.3899 -0.05 -0.71 -0.77 0.75
C -0.6987 0.4107 -0.1471 0.91 0.95 0.01 0.97
C -1.0474 1.3126 -1.2667 -0.21 -0.55 -1.09 -0.05
N -1.2870 1.9955 -2.1697 0.21 -0.45 0.88 -0.64
H 1.4732 -2.0592 -1.5507 0.04 -0.05 0.28 0.20
H 2.0068 -0.3967 -1.2355 0.10 -0.03 0.54 0.47
H 0.8455 -0.7093 -2.4284 -0.49 -0.05 -0.06 0.19
H 0.4157 -1.2742 0.5597 -0.15 0.26 0.22 0.14
H -0.7582 -1.6671 -0.6445 -0.02 -0.02 -0.11 -0.72
H 0.0394 1.0269 0.3663 -0.06 0.11 0.62 -0.23
H -1.5740 0.3132 0.4951 0.07 -0.08 0.06 -0.09
C 2.7144 0.2185 -6.2829 0.16 0.35 0.48 -1.64
C 2.5396 -0.0887 -4.7746 -0.70 -0.28 -1.19 0.65
C 3.8229 -0.3638 -4.0728 1.68 0.38 0.49 0.04
C 4.8086 -1.0935 -4.8662 -1.04 -0.23 0.34 -0.03
N 5.5406 -1.6420 -5.5465 0.80 -0.55 -0.56 -0.51
H 1.7718 0.5777 -6.6960 0.06 -0.30 -0.19 0.40
H 3.1493 -0.6074 -6.8458 -0.54 -0.35 0.08 0.40
H 3.4537 0.9955 -6.4774 -0.03 0.39 0.39 0.44
H 1.9301 -0.9821 -4.6391 -0.28 0.00 -0.25 -0.42
H 2.0012 0.7094 -4.2636 0.10 0.11 -0.04 0.35
H 3.6698 -0.8699 -3.1197 0.09 0.04 0.05 -0.02
H 4.3972 0.5461 -3.8988 -0.33 0.43 0.48 0.39
C 2.6467 0.5888 2.6626 0.98 0.02 0.42 -0.94
O 1.4235 -0.0644 2.8513 0.13 1.07 -1.89 -0.05
C 1.0642 -0.3415 4.1480 -1.04 -1.08 0.71 -0.79
C -0.4162 -0.7572 4.1132 -0.07 0.92 0.89 -0.55
N -1.3655 0.4069 4.1461 0.42 -1.66 -0.10 -0.10
C -2.7159 -0.1486 3.9410 0.17 0.88 -0.52 -0.43
C -3.6521 0.9320 3.4291 0.53 0.26 -0.41 -0.82
O -3.1089 1.4874 2.1832 -1.70 0.78 1.01 0.15
C -3.9464 2.5897 1.7016 0.67 -0.11 -0.37 -1.07
H 3.3808 0.2596 3.3980 0.22 -0.45 0.04 0.40
H 2.6653 1.6699 2.8006 -0.75 0.32 -0.03 0.28
H 3.0486 0.3917 1.6688 -0.26 -0.20 -0.02 0.20
H 1.2519 0.4642 4.8578 -0.19 0.39 -0.06 0.36
H 1.6574 -1.1905 4.4876 0.13 -0.28 0.27 0.50
H -0.6213 -1.4003 4.9690 -0.05 0.19 0.34 0.47
H -0.6305 -1.4055 3.2636 0.33 0.04 -0.46 0.19
H -1.1489 0.9678 3.3346 0.00 0.22 -0.22 -0.07
H -3.0777 -0.5555 4.8853 -0.14 -0.01 0.00 0.41
H -2.7218 -0.9394 3.1908 0.13 -0.40 -0.10 0.19
H -3.7349 1.6902 4.2078 0.03 0.46 -0.16 0.33
H -4.6509 0.5335 3.2511 -0.11 -0.11 -0.12 0.47
H -3.4337 3.0524 0.8583 0.05 -0.47 -0.20 0.26
H -4.0965 3.4545 2.3478 0.41 -0.34 0.92 0.37
H -4.9540 2.2944 1.4089 0.06 -0.57 -0.10 0.32
C -0.4395 -1.4866 -5.9342 -0.14 0.12 0.53 -0.94
O -0.5332 -2.0855 -4.6394 -0.43 -0.43 0.13 -0.19
C -0.6687 -3.5009 -4.6601 1.19 -0.96 -0.59 -0.80
C -0.6894 -4.2101 -3.2882 -1.07 2.16 -0.82 -0.26
N -1.9143 -3.8008 -2.6067 -0.15 -1.48 0.51 -0.37
C -1.9613 -4.4461 -1.2854 -1.14 1.57 0.18 -0.47
C -3.1390 -3.9578 -0.4172 0.75 0.89 -0.07 -0.91
O -2.9102 -2.5887 0.0196 0.01 -0.02 -0.04 -0.13
C -4.0828 -1.8730 0.4126 -0.51 -0.51 -0.89 -0.74
H -0.5336 -0.4167 -5.7487 0.35 -0.01 -0.10 0.25
H -1.2312 -1.7289 -6.6431 -0.41 -0.47 0.29 0.39
H 0.4941 -1.7435 -6.4347 0.27 0.08 0.12 0.35
H 0.2014 -3.9366 -5.1513 0.55 0.10 -0.34 0.37
H -1.4797 -3.8165 -5.3164 -0.59 0.13 0.33 0.38
H 0.1823 -3.8939 -2.7152 0.46 -0.05 0.08 0.06
H -0.6400 -5.2899 -3.4290 -0.18 0.02 -0.09 0.43
H -1.9550 -2.7936 -2.5448 0.09 0.12 0.21 0.27
H -1.0426 -4.2094 -0.7488 0.30 -0.46 0.36 0.25
H -2.1399 -5.5163 -1.3902 0.44 -0.09 -0.16 0.41
H -3.1752 -4.5911 0.4692 -0.29 -0.11 0.09 0.43
H -4.0542 -4.0330 -1.0045 -0.20 0.06 0.08 0.45
H -3.9396 -0.8537 0.7713 1.01 -0.21 0.29 -0.03
H -4.6742 -2.4245 1.1436 0.02 -0.10 0.17 0.34
H -4.7002 -1.7021 -0.4692 -0.33 -0.29 -0.20 0.42
C -0.8567 6.9820 7.3932 1.08 -0.20 -0.62 -0.72
O -1.0338 6.0854 6.2871 -0.04 -0.86 0.31 -0.33
C -0.1949 4.8946 6.3857 -0.68 -0.21 0.01 -0.77
C -0.5180 3.8330 5.3016 1.27 2.92 -1.04 -0.04
N -0.2583 4.5267 3.9925 -0.17 -1.28 0.72 -0.50
C -0.5552 3.6094 2.8662 -1.06 1.55 0.73 1.04
C -0.5818 4.3494 1.5634 0.73 1.25 -0.74 -1.01
O -1.7603 5.1329 1.3248 -0.05 -0.19 0.39 -0.30
C -1.7345 5.9322 0.1573 -0.31 -0.10 -0.68 -0.85
H -0.0754 7.7020 7.1499 0.32 0.06 -0.14 0.28
H -0.4843 6.4300 8.2562 -0.41 0.03 0.29 0.31
H -1.7174 7.6113 7.6195 -0.42 -0.67 -0.16 0.23
H -0.3772 4.3785 7.3283 -0.01 0.29 0.46 0.47
H 0.8530 5.1904 6.3354 0.10 0.00 -0.11 0.34
H -1.5472 3.4948 5.4219 0.04 -0.45 -0.07 0.19
H 0.2655 3.0753 5.3049 -0.50 -0.49 0.65 0.02
H -0.8160 5.3680 4.0283 -0.31 0.05 -0.67 0.38
H -1.5433 3.1740 3.0157 -0.01 -0.57 -0.05 -0.09
H 0.2257 2.8500 2.8268 -0.06 -0.15 0.02 -0.46
H -0.3480 3.6785 0.7367 -0.36 -0.16 -0.31 0.34
H 0.2284 5.0770 1.6110 0.48 0.01 -0.13 0.55
H -0.8840 6.5902 -0.0206 0.63 -0.21 0.67 0.33
H -2.5810 6.6182 0.1261 -0.26 -0.26 0.53 0.28
H -1.8227 5.3295 -0.7467 0.06 -0.36 -0.09 0.33
```
Positions in Å, forces in eV/Å.

Output
Frontier orbital gap: 9.22 eV
SMILES: COCCNCCOC.COCCNCCOC.COCCNCCOC.CCCC#N.CCCC#N.CCCC#N
Max |F|: 0.065 hartree/bohr
Electronic energy: -53400.1019 eV

2.
Formula: C4H6Br2N
Source: OMol25
Level of theory: wB97M-V/def2-TZVPD

Structure (XYZ):
```
13
Properties=species:S:1:pos:R:3:forces:R:3:mulliken_charge:R:1
C -1.7461 -0.6378 0.1708 0.31 -0.50 -0.31 -0.25
C -1.2777 0.5238 -0.1210 -2.04 1.47 0.55 0.38
C 1.1418 -1.1740 0.3680 2.28 0.55 3.19 -0.60
C 0.0771 1.0375 0.1599 -0.70 -0.70 -3.62 -0.50
N 1.0323 0.0429 -0.4428 1.84 -2.38 -2.60 -0.25
Br -3.1316 -1.7592 0.2129 0.08 0.16 0.02 0.10
Br -2.4952 2.1684 -0.4326 0.66 -1.47 0.06 -0.11
H 1.8755 -0.9498 1.2825 -2.14 -0.74 -1.75 0.31
H 1.2920 -2.1533 -0.0892 -0.39 0.51 -0.29 0.31
H 0.1094 2.0172 -0.2870 0.94 0.26 0.09 0.51
H 0.2693 0.9394 1.1480 0.69 0.52 3.24 0.29
H 2.0127 0.3819 -0.5839 -0.87 0.35 0.37 0.40
H 0.8404 -0.4370 -1.3855 -0.67 1.97 1.06 0.43
```
Positions in Å, forces in eV/Å.

Output
Frontier orbital gap (alpha / beta): 7.37 / 7.79 eV
Max |F|: 0.077 hartree/bohr
Charge: +1
Relative energy (zero: lowest compared OMol25 entry of this formula, charge and spin): 104.2 kcal per mole
Electronic energy: -145807.5350 eV